# 1
{
  "formula": "C27H17ClF5N5OSbSe4Ti",
  "method": "ωB97M-V/def2-TZVPD",
  "elements": ["Ti", "N", "C", "N", "C", "N", "N", "C", "C", "C", "C", "C", "C", "N", "C", "C", "C", "C", "C", "C", "H", "H", "H", "H", "H", "H", "H", "H", "H", "H", "H", "Se", "Sb", "Se", "Se", "Se", "F", "C", "C", "F", "C", "F", "C", "O", "C", "F", "C", "F", "Cl", "C", "C", "C", "C", "C", "C", "C", "H", "H", "H", "H", "H", "H"],
  "coordinates": [[-0.174, -0.812, 0.899], [-4.327, -1.163, -0.583], [-2.988, -1.287, -0.455], [-2.294, -0.691, 0.442], [-2.921, 0.157, 1.376], [-2.251, 0.684, 2.329], [-0.929, 0.292, 2.327], [-0.102, 0.707, 3.349], [1.146, 0.167, 3.287], [2.174, 0.346, 4.281], [3.322, -0.348, 4.206], [3.508, -1.285, 3.126], [2.547, -1.409, 2.190], [1.378, -0.674, 2.183], [-4.366, 0.399, 1.225], [-5.073, 1.277, 2.040], [-6.440, 1.428, 1.902], [-7.122, 0.687, 0.935], [-6.436, -0.181, 0.109], [-5.056, -0.321, 0.250], [-4.779, -1.906, -1.098], [-2.507, -1.948, -1.161], [-0.449, 1.368, 4.130], [1.983, 1.035, 5.096], [4.091, -0.221, 4.960], [4.396, -1.899, 3.061], [2.637, -2.112, 1.373], [-4.518, 1.824, 2.791], [-6.977, 2.112, 2.546], [-8.194, 0.794, 0.825], [-6.956, -0.758, -0.647], [0.009, -6.554, 0.649], [-0.971, -4.440, -0.024], [-0.839, -2.872, 2.006], [0.980, -1.920, -1.099], [-3.319, -4.710, -0.767], [1.370, 5.765, -2.075], [0.952, 4.562, -1.627], [1.627, 3.911, -0.614], [2.715, 4.487, -0.073], [1.201, 2.681, -0.147], [1.915, 2.113, 0.837], [0.084, 2.018, -0.679], [-0.334, 0.861, -0.302], [-0.584, 2.723, -1.699], [-1.676, 2.176, -2.260], [-0.164, 3.953, -2.166], [-0.843, 4.572, -3.150], [6.689, -2.285, -5.178], [5.338, -1.750, -4.187], [5.200, -2.244, -2.901], [4.136, -1.813, -2.125], [3.207, -0.889, -2.606], [2.094, -0.392, -1.725], [3.372, -0.424, -3.907], [4.431, -0.847, -4.705], [5.913, -2.963, -2.518], [4.002, -2.211, -1.126], [2.502, 0.107, -0.847], [1.464, 0.319, -2.255], [2.655, 0.283, -4.306], [4.551, -0.479, -5.716]],
  "mulliken_charge": [-0.350, -0.014, -0.941, 0.551, 0.083, -1.453, 1.610, -1.023, 1.228, -1.314, -0.158, -0.908, -0.446, 0.370, 0.454, -0.161, -0.778, -0.308, -0.796, -0.107, 0.320, 0.895, 0.286, 0.376, 0.374, 0.380, 0.504, 0.473, 0.392, 0.376, 0.398, -0.684, 0.677, -0.485, -0.386, -0.730, -0.345, 0.644, 0.076, -0.336, 0.429, -0.303, -0.461, 0.201, 0.099, -0.342, 0.190, -0.337, -0.266, 0.476, -0.923, -0.016, 0.116, -0.531, -0.196, -0.811, 0.393, 0.316, 0.233, 0.234, 0.369, 0.388],
  "total_charge": -2,
  "de_lowest_kcal_mol": 31.5,
  "multiplicity": 2,
  "molar_mass_g_mol": 1043.38,
  "lumo_energy_ev": [3.8, 3.5],
  "homo_lumo_gap_ev": [5.05, 4.78]
}

---

# 2
{
  "formula": "C8H17N5O3",
  "method": "ωB97M-V/def2-TZVPD",
  "elements": ["C", "C", "C", "C", "C", "C", "C", "C", "H", "H", "H", "H", "H", "H", "H", "H", "H", "H", "H", "H", "H", "H", "H", "H", "H", "N", "N", "N", "N", "N", "O", "O", "O"],
  "coordinates": [[2.216, -0.226, -0.254], [1.872, 1.212, 0.448], [1.123, -0.384, -1.262], [-0.345, -0.267, -0.740], [-1.035, -1.690, -0.602], [-2.648, -2.734, 0.878], [1.490, 3.551, 0.271], [-0.097, 3.734, -0.221], [1.856, -0.802, 1.620], [3.352, -1.821, 0.843], [2.996, -0.370, -0.873], [1.304, -1.385, -1.835], [1.177, 0.307, -2.087], [0.022, 0.018, 0.520], [-0.932, 0.678, -1.243], [-0.238, -2.394, -0.133], [-1.180, -2.207, -1.637], [-2.278, -0.693, 0.692], [-3.434, -2.309, 2.649], [-3.192, -4.617, 0.198], [-2.251, -3.728, -0.896], [2.338, 2.349, -1.285], [1.220, 3.336, 1.341], [2.171, 4.329, -0.013], [-1.576, 4.821, -0.020], [2.175, -1.341, 0.779], [-2.276, -1.593, 0.228], [-3.372, -3.053, 1.990], [-2.405, -3.932, 0.035], [1.968, 2.272, -0.374], [1.289, 1.384, 1.587], [-0.717, 2.622, -0.485], [-0.595, 4.935, -0.118]],
  "mulliken_charge": [-0.412, 0.396, -0.962, -0.293, -0.694, 0.445, -0.586, 0.443, 0.334, 0.290, 0.566, 0.426, 0.453, 0.264, 0.278, 0.403, 0.228, 0.267, 0.195, 0.292, 0.193, 0.249, 0.235, 0.435, 0.375, -0.623, -0.183, -0.728, -0.447, -0.154, -0.727, -0.521, -0.438],
  "de_lowest_kcal_mol": 143.6,
  "molar_mass_g_mol": 231.26,
  "lumo_energy_ev": 0.3,
  "homo_lumo_gap_ev": 8.45
}

---

# 3
{
  "formula": "C7H15N3Si",
  "method": "ωB97M-V/def2-TZVPD",
  "elements": ["C", "C", "C", "C", "C", "C", "C", "N", "N", "N", "Si", "H", "H", "H", "H", "H", "H", "H", "H", "H", "H", "H", "H", "H", "H", "H"],
  "coordinates": [[0.211, 0.384, 0.633], [1.123, 0.155, -0.376], [3.133, -1.027, -1.087], [3.113, 0.164, 1.140], [-2.877, 1.584, 0.616], [2.570, 0.193, -0.298], [-2.377, 0.187, 0.437], [0.393, -0.108, -1.584], [-0.826, 0.080, -1.305], [-1.005, 0.256, -0.035], [-3.522, -1.004, -0.662], [0.375, 0.501, 1.755], [2.711, -1.899, -0.630], [4.184, -1.346, -1.099], [2.695, -0.952, -1.989], [2.742, 0.965, 1.859], [4.181, 0.214, 1.048], [2.944, -0.860, 1.538], [-3.023, 2.020, -0.399], [-3.828, 1.550, 1.199], [-2.260, 2.248, 1.188], [2.812, 1.160, -0.843], [-2.307, -0.291, 1.471], [-5.031, -0.711, -0.433], [-3.163, -2.291, -0.070], [-2.969, -1.172, -2.074]],
  "mulliken_charge": [-0.104, -0.245, -1.557, -1.498, -1.273, 0.872, -0.166, -0.488, -0.577, 0.763, 0.321, 0.271, 0.396, 0.352, 0.484, 0.335, 0.427, 0.336, 0.347, 0.368, 0.343, 0.179, 0.370, -0.090, -0.115, -0.050],
  "de_lowest_kcal_mol": 33.0,
  "smiles": "CC(C)c1cn([C@@H](C)[SiH3])nn1",
  "molar_mass_g_mol": 169.30,
  "lumo_energy_ev": 0.8,
  "homo_lumo_gap_ev": 9.98
}

---

no.,strongest force on any atom (eV/Å)
1,1.071
2,6.567
3,3.670